No. 1
Molecular formula: C56H126N8O3
Method: DFT, ωB97M-V/def2-TZVPD

Summary:
Gap between HOMO and LUMO, eV: 6.23
Largest force on an atom, hartree/bohr: 0.0703
Net charge: +6
Highest occupied orbital energy, eV: -15.2
2S+1: 1

Last column: Löwdin charge in e.
Positions of all 193 atoms, in Å:
N: 0.187 -1.855 1.483  -0.73
O: -0.508 -2.600 0.793  -0.09
O: -0.228 -0.799 1.928  -0.09
O: 1.377 -2.063 1.548  -0.09
C: 9.034 -1.509 -8.293  -0.07
C: 7.831 -1.402 -7.338  -0.24
C: 7.943 -0.479 -6.083  -0.11
N: 7.237 -0.994 -4.823  -0.24
C: 8.149 -2.100 -4.267  0.05
C: 5.841 -1.481 -5.196  -0.10
C: 4.873 -1.261 -3.991  -0.14
C: 5.662 -0.346 -3.079  -0.15
C: 6.908 0.164 -3.853  -0.05
H: 8.981 -0.625 -8.929  0.09
H: 8.767 -2.377 -8.896  0.09
H: 10.005 -1.716 -7.844  0.09
H: 7.496 -2.395 -7.040  0.09
H: 6.996 -1.066 -7.953  0.11
H: 7.476 0.447 -6.418  0.13
H: 8.979 -0.237 -5.845  0.14
H: 9.016 -1.609 -3.825  0.11
H: 8.540 -2.740 -5.058  0.11
H: 7.687 -2.692 -3.477  0.11
H: 5.761 -2.465 -5.657  0.14
H: 5.452 -0.745 -5.900  0.13
H: 4.767 -2.257 -3.562  0.11
H: 3.844 -0.966 -4.199  0.12
H: 5.854 -0.872 -2.144  0.12
H: 5.071 0.547 -2.877  0.11
H: 7.783 0.457 -3.271  0.14
H: 6.664 0.939 -4.580  0.13
C: -6.134 1.582 1.514  -0.07
C: -7.023 0.503 0.863  -0.22
C: -6.465 -0.886 1.075  -0.15
N: -7.315 -2.165 0.903  -0.22
C: -8.132 -2.031 -0.442  0.04
C: -6.393 -3.387 0.895  -0.08
C: -7.053 -4.301 1.907  -0.16
C: -8.474 -3.891 2.177  -0.15
C: -8.446 -2.425 1.947  -0.10
H: -5.351 1.942 0.847  0.08
H: -5.584 1.240 2.391  0.08
H: -6.735 2.450 1.783  0.08
H: -7.348 0.663 -0.165  0.11
H: -7.952 0.299 1.394  0.11
H: -6.011 -1.093 2.045  0.14
H: -5.656 -1.080 0.371  0.13
H: -7.345 -2.033 -1.196  0.10
H: -8.719 -1.124 -0.298  0.10
H: -8.777 -2.850 -0.759  0.11
H: -6.283 -3.831 -0.094  0.14
H: -5.455 -3.046 1.333  0.13
H: -7.101 -5.325 1.536  0.13
H: -6.424 -4.374 2.794  0.13
H: -9.255 -4.353 1.573  0.13
H: -8.627 -4.200 3.211  0.14
H: -9.415 -2.042 1.628  0.13
H: -8.156 -1.765 2.765  0.14
C: 3.658 6.771 4.723  -0.09
C: 4.208 5.527 4.024  -0.25
C: 5.179 4.851 4.975  -0.12
N: 5.527 3.421 4.475  -0.18
C: 6.238 3.638 3.089  0.02
C: 4.274 2.384 4.306  -0.05
C: 4.625 1.204 5.154  -0.20
C: 6.062 1.247 5.354  -0.19
C: 6.512 2.691 5.478  -0.05
H: 3.211 6.581 5.699  0.08
H: 2.963 7.375 4.140  0.08
H: 4.507 7.426 4.920  0.09
H: 4.501 5.929 3.055  0.12
H: 3.382 4.844 3.824  0.10
H: 4.767 4.638 5.962  0.14
H: 6.095 5.437 5.054  0.14
H: 5.510 3.843 2.304  0.09
H: 6.660 2.668 2.827  0.09
H: 7.083 4.327 3.114  0.11
H: 4.148 2.033 3.282  0.13
H: 3.292 2.840 4.427  0.12
H: 4.434 0.263 4.638  0.13
H: 4.023 1.187 6.062  0.13
H: 6.522 0.763 4.493  0.13
H: 6.317 0.808 6.319  0.14
H: 7.557 2.886 5.236  0.14
H: 6.163 2.989 6.467  0.13
C: -0.201 4.219 -2.359  -0.08
C: -0.742 5.564 -2.991  -0.17
C: 0.509 6.310 -3.739  -0.10
N: 0.323 6.833 -5.201  -0.24
C: 0.449 5.579 -6.057  0.03
C: 1.511 7.828 -5.698  -0.06
C: 0.903 8.892 -6.562  -0.13
C: -0.634 8.616 -6.485  -0.10
C: -0.954 7.603 -5.314  -0.10
H: -0.997 3.518 -2.109  0.07
H: 0.267 4.367 -1.386  0.07
H: 0.592 3.730 -2.925  0.06
H: -1.154 6.292 -2.291  0.10
H: -1.633 5.602 -3.618  0.08
H: 1.327 5.609 -3.568  0.10
H: 0.852 7.140 -3.121  0.12
H: 1.418 5.221 -5.708  0.10
H: 0.394 5.872 -7.105  0.12
H: -0.390 4.954 -5.750  0.10
H: 2.295 7.240 -6.175  0.13
H: 1.983 8.271 -4.821  0.13
H: 1.329 9.135 -7.536  0.13
H: 1.160 9.748 -5.938  0.12
H: -0.927 8.226 -7.460  0.11
H: -1.210 9.493 -6.192  0.12
H: -1.836 6.976 -5.440  0.13
H: -1.132 8.133 -4.379  0.14
C: -3.014 -2.399 6.968  -0.09
C: -2.204 -1.343 7.707  -0.25
C: -3.072 -0.505 8.629  -0.12
N: -2.331 0.763 9.121  -0.26
C: -1.758 1.653 8.022  0.05
C: -3.280 1.610 9.980  -0.08
C: -2.456 2.286 11.159  -0.11
C: -1.317 1.304 11.516  -0.11
C: -1.282 0.451 10.210  -0.09
H: -3.671 -1.817 6.322  0.08
H: -3.410 -3.169 7.631  0.09
H: -2.309 -2.881 6.292  0.08
H: -1.862 -0.739 6.867  0.10
H: -1.371 -1.776 8.261  0.12
H: -3.539 -1.096 9.418  0.15
H: -3.939 -0.188 8.051  0.13
H: -1.220 2.499 8.451  0.12
H: -2.673 1.855 7.465  0.12
H: -0.965 0.979 7.698  0.09
H: -3.892 2.231 9.326  0.13
H: -4.011 0.867 10.299  0.12
H: -2.101 3.266 10.840  0.11
H: -3.068 2.471 12.041  0.12
H: -0.377 1.802 11.754  0.12
H: -1.525 0.616 12.335  0.12
H: -0.343 0.500 9.660  0.12
H: -1.425 -0.596 10.479  0.13
C: 6.071 -6.431 3.342  -0.07
C: 4.632 -7.012 3.575  -0.19
C: 3.871 -7.077 2.184  -0.11
N: 2.636 -8.018 2.029  -0.20
C: 3.017 -9.530 2.129  0.06
C: 1.862 -7.670 0.709  -0.11
C: 0.460 -8.046 0.899  -0.16
C: 0.143 -8.013 2.435  -0.11
C: 1.522 -7.654 3.061  -0.09
H: 6.269 -5.773 4.187  0.07
H: 6.068 -5.727 2.510  0.07
H: 6.840 -7.204 3.320  0.09
H: 3.938 -6.441 4.192  0.10
H: 4.558 -8.008 4.011  0.10
H: 4.601 -7.557 1.533  0.12
H: 3.643 -6.080 1.808  0.13
H: 2.144 -10.180 2.092  0.11
H: 3.343 -9.628 3.165  0.09
H: 3.878 -9.888 1.564  0.11
H: 2.407 -8.268 -0.022  0.14
H: 2.082 -6.651 0.389  0.13
H: 0.293 -9.060 0.537  0.12
H: -0.235 -7.505 0.256  0.13
H: -0.141 -9.037 2.678  0.11
H: -0.674 -7.449 2.885  0.12
H: 1.621 -8.195 4.002  0.13
H: 1.536 -6.634 3.444  0.13
C: -3.327 -1.328 -5.177  -0.07
C: -4.010 -0.178 -5.973  -0.23
C: -5.023 -0.625 -7.044  -0.12
N: -5.708 0.537 -7.791  -0.22
C: -4.742 1.472 -8.563  0.05
C: -6.669 1.325 -6.808  -0.07
C: -8.012 0.687 -7.062  -0.14
C: -8.009 0.307 -8.587  -0.11
C: -6.593 -0.160 -8.839  -0.13
H: -2.899 -2.003 -5.919  0.08
H: -3.906 -1.982 -4.525  0.08
H: -2.576 -0.827 -4.566  0.08
H: -3.236 0.399 -6.480  0.10
H: -4.495 0.580 -5.357  0.09
H: -5.865 -1.143 -6.586  0.14
H: -4.439 -1.231 -7.736  0.14
H: -5.355 2.145 -9.163  0.12
H: -4.221 0.726 -9.163  0.11
H: -3.948 1.876 -7.934  0.09
H: -6.585 2.360 -7.140  0.13
H: -6.390 1.195 -5.763  0.12
H: -8.872 1.354 -7.007  0.13
H: -8.085 -0.069 -6.280  0.12
H: -8.052 1.257 -9.119  0.12
H: -8.795 -0.334 -8.986  0.14
H: -6.347 0.077 -9.874  0.14
H: -6.544 -1.248 -8.794  0.13

---

No. 2
Molecular formula: C56H130N8O5
Method: DFT, ωB97M-V/def2-TZVPD

Summary:
Gap between HOMO and LUMO (spin up / spin down), eV: 2.58 / 9.27
Largest force on an atom, hartree/bohr: 0.1656
Net charge: +5
Expectation value of S²: 0.751
Highest occupied orbital energy (spin up / spin down), eV: -11.2 / -17.9
2S+1: 2

Last column: Löwdin charge in e.
Positions of all 199 atoms, in Å:
N: 0.112 0.548 1.075  -0.73
O: -0.216 0.877 0.014  -0.01
O: 1.117 0.984 1.576  -0.04
O: -0.539 -0.294 1.636  -0.02
C: -1.089 -3.780 1.766  -0.09
C: -1.714 -4.982 1.089  -0.25
C: -1.689 -6.276 1.916  -0.12
N: -2.252 -7.520 1.256  -0.21
C: -1.415 -7.874 -0.028  0.03
C: -3.749 -7.377 0.782  -0.11
C: -4.378 -8.738 0.880  -0.13
C: -3.750 -9.169 2.242  -0.13
C: -2.238 -8.785 2.208  -0.02
H: -1.186 -2.934 1.085  0.05
H: -0.018 -3.850 1.952  0.05
H: -1.575 -3.532 2.709  0.09
H: -1.410 -5.175 0.060  0.07
H: -2.715 -4.634 0.834  0.08
H: -2.221 -6.130 2.856  0.14
H: -0.650 -6.475 2.177  0.13
H: -1.673 -8.898 -0.296  0.10
H: -0.349 -7.841 0.196  0.09
H: -1.646 -7.148 -0.807  0.08
H: -3.771 -6.865 -0.180  0.12
H: -4.185 -6.742 1.553  0.13
H: -3.990 -9.315 0.040  0.12
H: -5.467 -8.715 0.923  0.14
H: -4.089 -10.200 2.341  0.13
H: -4.284 -8.631 3.026  0.12
H: -1.685 -9.543 1.652  0.12
H: -1.908 -8.535 3.217  0.13
C: -0.977 4.313 -1.717  -0.10
C: -2.233 4.951 -2.265  -0.21
C: -1.870 6.414 -2.714  -0.12
N: -3.063 7.264 -3.096  -0.22
C: -4.236 7.073 -2.071  0.05
C: -2.607 8.761 -3.366  -0.09
C: -2.071 8.855 -4.756  -0.15
C: -2.741 7.688 -5.527  -0.11
C: -3.609 6.899 -4.508  -0.06
H: -1.076 3.370 -1.180  0.06
H: -0.606 4.998 -0.954  0.08
H: -0.215 4.253 -2.495  0.07
H: -3.055 4.971 -1.551  0.09
H: -2.537 4.449 -3.184  0.10
H: -1.116 6.457 -3.500  0.14
H: -1.301 6.999 -1.992  0.13
H: -4.992 7.718 -2.519  0.10
H: -3.853 7.526 -1.156  0.11
H: -4.629 6.064 -1.942  0.10
H: -3.448 9.445 -3.254  0.14
H: -1.894 9.125 -2.626  0.13
H: -2.258 9.863 -5.124  0.14
H: -0.996 8.764 -4.601  0.12
H: -3.111 8.012 -6.500  0.13
H: -1.859 7.134 -5.848  0.11
H: -4.646 7.233 -4.526  0.13
H: -3.457 5.830 -4.655  0.12
C: -4.890 -2.274 2.303  -0.05
C: -4.371 -1.250 1.158  -0.18
C: -4.698 -1.638 -0.341  -0.11
N: -3.867 -0.876 -1.384  -0.22
C: -2.385 -1.382 -1.373  0.01
C: -3.895 0.679 -1.158  -0.08
C: -3.811 1.355 -2.548  -0.13
C: -4.009 0.217 -3.609  -0.14
C: -4.571 -0.965 -2.820  -0.06
H: -5.952 -2.506 2.228  0.07
H: -4.881 -2.001 3.358  0.08
H: -4.401 -3.216 2.056  0.04
H: -3.292 -1.120 1.242  0.07
H: -4.730 -0.236 1.335  0.09
H: -5.757 -1.469 -0.538  0.13
H: -4.456 -2.684 -0.531  0.12
H: -1.919 -1.151 -0.415  0.05
H: -1.872 -0.808 -2.145  0.06
H: -2.514 -2.442 -1.592  0.04
H: -3.030 0.952 -0.554  0.10
H: -4.844 0.755 -0.627  0.13
H: -2.893 1.942 -2.569  0.07
H: -4.643 2.048 -2.674  0.11
H: -3.053 -0.080 -4.042  0.09
H: -4.591 0.469 -4.495  0.13
H: -4.397 -1.965 -3.218  0.12
H: -5.657 -0.951 -2.733  0.13
C: 2.322 -2.895 1.040  -0.10
C: 2.430 -4.112 0.137  -0.21
C: 2.214 -3.820 -1.377  -0.14
N: 2.378 -5.059 -2.300  -0.20
C: 1.356 -6.205 -1.828  0.03
C: 3.834 -5.660 -2.344  -0.08
C: 4.034 -6.102 -3.794  -0.16
C: 2.803 -5.730 -4.615  -0.13
C: 2.178 -4.603 -3.751  -0.12
H: 3.233 -2.298 1.071  0.07
H: 1.967 -3.006 2.064  0.06
H: 1.540 -2.213 0.706  0.06
H: 1.587 -4.728 0.448  0.08
H: 3.354 -4.664 0.310  0.12
H: 2.977 -3.086 -1.638  0.10
H: 1.245 -3.410 -1.662  0.07
H: 1.580 -7.048 -2.482  0.10
H: 0.316 -5.965 -2.050  0.06
H: 1.462 -6.498 -0.784  0.08
H: 3.914 -6.489 -1.641  0.13
H: 4.589 -4.919 -2.083  0.13
H: 4.176 -7.183 -3.773  0.12
H: 4.982 -5.705 -4.158  0.12
H: 2.214 -6.646 -4.663  0.11
H: 2.997 -5.520 -5.667  0.13
H: 1.153 -4.309 -3.973  0.08
H: 2.790 -3.701 -3.770  0.11
C: -2.085 6.660 5.668  -0.06
C: -1.086 5.539 5.160  -0.19
C: -1.735 4.966 3.909  -0.13
N: -0.863 3.879 3.249  -0.22
C: 0.595 4.325 2.957  0.05
C: -0.954 2.551 4.040  -0.09
C: -2.227 1.909 3.627  -0.16
C: -2.640 2.489 2.285  -0.10
C: -1.499 3.543 1.959  -0.12
H: -2.346 7.445 4.958  0.08
H: -1.531 7.259 6.391  0.08
H: -3.042 6.274 6.017  0.08
H: -0.917 4.688 5.820  0.11
H: -0.148 6.042 4.927  0.11
H: -1.917 5.719 3.143  0.13
H: -2.714 4.531 4.112  0.14
H: 1.095 3.754 2.175  0.09
H: 1.111 4.031 3.872  0.09
H: 0.686 5.401 2.809  0.11
H: -0.084 1.980 3.716  0.11
H: -0.917 2.729 5.115  0.13
H: -2.035 0.836 3.667  0.12
H: -3.007 2.094 4.366  0.13
H: -2.743 1.728 1.512  0.08
H: -3.599 2.996 2.385  0.12
H: -0.811 3.071 1.258  0.10
H: -1.870 4.440 1.463  0.12
C: 3.441 2.005 -1.154  -0.08
C: 3.717 1.593 -2.568  -0.13
N: 2.500 0.934 -3.271  -0.20
C: 2.094 -0.353 -2.544  -0.01
C: 1.275 1.954 -3.213  -0.13
C: -0.001 1.416 -3.919  -0.07
C: 2.824 0.572 -4.785  -0.06
C: 3.249 1.668 -5.728  -0.23
O: 4.600 1.906 -5.471  -0.20
C: 5.228 2.789 -6.478  -0.04
H: 2.987 1.261 -0.500  0.06
H: 2.847 2.912 -1.037  0.08
H: 4.348 2.229 -0.593  0.09
H: 4.474 0.813 -2.639  0.14
H: 4.032 2.460 -3.149  0.13
H: 1.340 -0.954 -3.052  0.05
H: 1.814 0.029 -1.562  0.07
H: 2.938 -1.037 -2.463  0.08
H: 1.488 2.943 -3.619  0.12
H: 0.970 2.049 -2.171  0.09
H: -0.897 1.979 -3.659  0.05
H: -0.256 0.421 -3.554  0.04
H: 0.133 1.417 -5.000  0.08
H: 1.916 0.076 -5.129  0.11
H: 3.469 -0.304 -4.706  0.14
H: 2.701 2.610 -5.698  0.13
H: 3.135 1.261 -6.733  0.14
H: 5.523 2.265 -7.388  0.10
H: 6.231 3.043 -6.134  0.09
H: 4.766 3.752 -6.693  0.09
C: 5.757 2.036 6.413  -0.05
C: 4.592 1.018 6.186  -0.12
N: 4.236 0.822 4.670  -0.20
C: 4.092 2.273 4.100  0.02
C: 5.476 0.154 3.992  -0.14
C: 5.212 -0.161 2.528  -0.06
C: 2.865 0.122 4.365  -0.08
C: 2.762 -1.216 4.959  -0.21
O: 3.459 -2.253 4.262  -0.21
C: 3.184 -3.514 4.829  -0.08
H: 6.029 2.030 7.468  0.10
H: 5.445 3.070 6.267  0.08
H: 6.729 1.698 6.054  0.09
H: 3.654 1.324 6.649  0.13
H: 4.950 0.050 6.537  0.13
H: 3.630 2.330 3.114  0.09
H: 5.130 2.602 4.052  0.11
H: 3.359 2.726 4.767  0.10
H: 5.626 -0.818 4.461  0.13
H: 6.428 0.671 4.117  0.13
H: 4.853 0.690 1.949  0.07
H: 4.449 -0.930 2.414  0.05
H: 6.101 -0.599 2.073  0.10
H: 2.715 0.042 3.289  0.11
H: 2.076 0.764 4.757  0.13
H: 1.708 -1.460 5.085  0.14
H: 3.162 -1.234 5.973  0.13
H: 3.463 -3.521 5.883  0.10
H: 3.922 -4.199 4.412  0.10
H: 2.168 -3.808 4.565  0.09

---

Question: Look up the largest force on an atom of the second one.
Answer: 0.1656 hartree/bohr